Entry 1:
DFT (wB97M-V/def2-TZVPD) results for C27H36AsCdGeN8O6S as an isolated structure.

Output
Orbital gap in Ha: 0.1994
Relative energy (zero: lowest compared OMol25 entry of this formula, charge and spin) in kJ/mol: 95.2
Molar mass in g mol⁻¹: 860.6
LUMO level in eV: 1.96
Total charge: -1
Energy in eV: -185545.0534

Geometry (Å):
Cd -1.55200 1.97353 -0.42725
C -1.71891 -2.73561 3.10569
N -1.96989 -1.42880 2.54193
C -1.63413 -0.97367 1.33242
N -1.93303 0.30271 1.24146
C -2.46404 0.59804 2.46280
N -2.50337 -0.42900 3.28156
C -0.54111 -2.75511 4.05126
C -0.68697 -3.27696 5.32678
C 0.39635 -3.33785 6.19463
C 1.63156 -2.86872 5.79331
C 1.78237 -2.33217 4.51450
C 0.70092 -2.27506 3.64560
C 3.10376 -1.84542 4.11708
N 4.21289 -1.97349 4.75481
N 5.18181 -1.34380 3.98269
C 4.57890 -0.88870 2.93927
O 3.25004 -1.17355 2.95038
C 5.14714 -0.13373 1.82411
C 6.52604 0.06873 1.79032
C 7.07575 0.78874 0.74582
C 6.25724 1.30364 -0.25160
C 4.88336 1.11155 -0.21616
C 4.01335 1.72153 -1.29632
N 2.64208 1.34688 -1.19016
C 1.59528 2.09317 -0.89076
N 0.48484 1.39297 -0.85632
C 0.94995 -0.02417 -0.94846
N 2.27192 0.03827 -1.51623
C 4.32831 0.38024 0.82580
H -1.54176 -3.40872 2.26487
H -2.62061 -3.06603 3.61905
H -1.18307 -1.58043 0.56470
H -2.80619 1.59259 2.70016
H -1.65877 -3.63201 5.64877
H 0.27057 -3.74389 7.18971
H 2.48700 -2.90203 6.45369
H 0.82766 -1.84939 2.65593
H 7.14288 -0.33999 2.57879
H 8.14515 0.95156 0.70605
H 6.69602 1.86529 -1.06968
H 4.38420 1.39982 -2.27611
H 4.07860 2.81144 -1.25052
H 1.66713 3.16083 -0.73318
H 0.94643 -0.42138 0.11350
H 3.26114 0.20649 0.84070
O -4.34112 2.91430 0.45482
S -3.23140 3.91091 0.49812
O -3.66618 5.22439 0.91613
O -2.14860 3.34570 1.37652
O -2.60640 3.93051 -0.88993
C -5.67101 0.48801 -0.51451
As -4.58342 1.15435 -1.94707
C -5.11788 0.08567 -3.46835
C -5.06698 2.94176 -2.44495
O -2.96037 0.82843 -1.75504
H -6.72022 0.54424 -0.80574
H -5.47564 1.09333 0.36610
H -5.38654 -0.55098 -0.34882
H -6.19218 0.17475 -3.63257
H -4.85527 -0.95441 -3.28205
H -4.58125 0.42999 -4.35134
H -5.89310 2.89104 -3.15498
H -4.18777 3.40091 -2.89081
H -5.32509 3.49296 -1.54584
C 1.71357 -1.55429 -4.47185
Ge 0.21554 -0.55236 -3.70317
C -1.44629 -1.21947 -4.53253
C 0.35538 1.34283 -4.16586
C 0.02016 -0.89794 -1.78066
H 1.79985 -1.36293 -5.54376
H 1.57423 -2.62758 -4.32550
H 2.62734 -1.24841 -3.96560
H -1.46095 -1.03679 -5.60886
H -2.29327 -0.70387 -4.07503
H -1.56510 -2.29276 -4.36708
H 0.33904 1.46476 -5.25168
H 1.28347 1.75562 -3.77220
H -0.47980 1.89878 -3.73848
H -1.02661 -0.72499 -1.51175
H 0.24707 -1.95483 -1.60109

Cartesian forces, eV/Å:
0.14 -0.05 -0.02
0.01 -0.01 -0.02
0.00 -0.01 -0.05
0.01 0.03 -0.03
-0.06 -0.01 0.14
0.00 -0.03 -0.08
0.03 0.02 0.04
0.03 0.02 0.01
-0.03 -0.02 0.01
0.02 0.01 0.00
-0.03 -0.01 0.00
0.06 0.00 0.01
-0.05 -0.01 0.02
-0.13 -0.02 -0.05
0.10 0.04 -0.02
-0.02 -0.05 0.10
-0.04 0.03 -0.12
0.07 0.01 0.06
0.00 -0.03 0.05
0.01 0.02 -0.03
0.00 -0.02 0.03
0.00 0.02 -0.02
0.00 0.00 0.03
-0.04 0.02 -0.01
-0.03 0.06 0.03
0.12 0.02 0.02
-0.05 -0.06 -0.06
-0.04 -0.04 -0.07
0.00 -0.02 -0.04
0.02 0.02 -0.04
0.00 -0.01 0.01
-0.01 0.01 0.01
0.02 -0.02 -0.02
-0.02 0.01 0.01
0.00 0.00 0.00
-0.01 0.00 0.00
0.01 0.00 0.00
0.01 0.00 0.00
0.00 0.00 0.00
0.00 0.00 0.00
0.00 0.00 0.00
-0.02 0.00 0.00
0.02 0.01 0.00
0.01 0.00 -0.01
-0.03 -0.01 0.03
-0.02 0.00 0.00
0.12 0.15 0.02
-0.23 0.02 -0.06
0.00 -0.02 -0.05
0.07 -0.04 0.06
-0.06 -0.04 0.05
0.02 -0.04 0.00
0.05 0.00 -0.05
-0.03 0.01 0.02
-0.01 -0.01 0.00
0.00 0.01 -0.01
0.00 0.00 0.01
0.02 0.03 -0.01
-0.02 0.00 0.00
0.00 -0.01 -0.01
0.00 0.00 0.01
0.00 0.02 0.02
0.01 0.00 0.00
0.00 0.02 0.00
0.01 -0.01 0.01
-0.01 0.00 0.00
0.01 0.02 -0.01
-0.02 0.00 0.01
0.00 -0.01 0.00
0.02 0.01 0.07
0.00 0.00 0.00
-0.01 0.01 0.00
0.01 0.01 0.00
0.01 0.00 -0.01
0.02 -0.01 -0.01
0.00 0.00 0.00
0.01 0.00 0.00
0.01 0.00 0.00
-0.01 0.00 0.01
-0.02 -0.01 0.01
0.00 0.00 0.00



Entry 2:
DFT (wB97M-V/def2-TZVPD) results for C27H36B2F4N11O4V as an isolated structure.

Output
Orbital gap (spin up / spin down) in Ha: 0.3060 / 0.1856
Relative energy (zero: lowest compared OMol25 entry of this formula, charge and spin) in kJ/mol: 168.5
Molar mass in g mol⁻¹: 727.2
LUMO level (spin up / spin down) in eV: -3.64 / -6.90
Total charge: +1
Energy in eV: -91076.2319
Multiplicity: 4

Geometry (Å):
V 0.24025 -0.08688 -0.23111
C 0.39190 -3.27711 3.69500
C 0.17467 -1.79961 3.85174
C 0.17352 -1.08907 5.06536
C -0.19496 0.18352 4.72876
N -0.40939 0.20898 3.39236
N -0.12930 -0.99324 2.82935
B -0.99164 1.33053 2.54997
N 0.23478 2.05826 1.83523
C 0.87567 3.27415 2.24065
C 1.75696 3.62491 1.29352
C 1.68803 2.59291 0.33137
C 2.44092 2.49293 -0.91982
N 0.74652 1.62793 0.72706
N -1.99001 0.87273 1.45467
C -3.29523 1.18309 1.45562
C -3.86206 0.75833 0.28106
C -2.82443 0.20520 -0.46001
C -2.90359 -0.31696 -1.85519
N -1.68667 0.25246 0.25381
N -1.64468 2.35029 3.43481
C -2.53311 2.20962 4.46240
C -3.15935 3.40853 4.62451
C -2.61905 4.26425 3.62664
C -2.96950 5.68634 3.31299
N -1.72319 3.60642 2.90908
H 0.42992 -3.74693 4.67514
H -0.42617 -3.74302 3.14077
H 1.32537 -3.51257 3.19313
H 0.38156 -1.47462 6.05310
H -0.34235 1.06334 5.34065
H 0.64224 3.73039 3.18506
H 2.39157 4.49611 1.26155
H 2.11323 3.33602 -1.53867
H 3.51132 2.61759 -0.72642
H 2.24203 1.57855 -1.46951
H -3.74713 1.70644 2.28759
H -4.88752 0.87583 -0.03350
H -3.94692 -0.43548 -2.13611
H -2.44954 0.39786 -2.54697
H -2.40801 -1.27779 -1.97774
H -2.65585 1.27186 4.98782
H -3.89968 3.66260 5.37043
H -3.15848 6.25772 4.22069
H -2.17098 6.15956 2.74538
H -3.87187 5.71970 2.70109
N 2.43406 -0.50715 -0.00734
C 3.12953 -1.19455 -1.14378
C 3.52283 -2.61399 -0.77578
C 2.44211 -3.40435 -0.03012
C 1.03573 -3.37588 -0.63159
N 0.13925 -2.27173 -0.15114
H 2.94482 0.32510 0.25109
H 2.47264 -1.10610 0.81159
H 4.01196 -0.62897 -1.42554
H 2.46824 -1.20098 -2.00190
H 4.42868 -2.59802 -0.16207
H 3.78098 -3.13858 -1.69792
H 2.40788 -3.10505 1.01814
H 2.76448 -4.44492 -0.01360
H 0.53688 -4.31198 -0.39525
H 1.08500 -3.31209 -1.71226
H -0.14975 -2.44580 0.80491
H -0.70011 -2.35359 -0.72823
O -0.28810 -2.02246 -3.04836
C 0.04899 -0.86611 -3.09522
O 0.38858 -0.16728 -1.99297
C 0.12699 -0.12830 -4.38092
C -0.02926 1.25307 -4.42212
C -0.02875 1.90564 -5.64695
C 0.15408 1.15742 -6.78904
C 0.31989 -0.21330 -6.76965
C 0.29078 -0.86285 -5.54960
N 0.17165 1.85430 -8.10594
O -0.05312 3.04830 -8.11065
O 0.43127 1.18852 -9.09024
H -0.17009 1.81491 -3.50596
H -0.17115 2.97403 -5.71728
H 0.45853 -0.75002 -7.69556
H 0.38907 -1.94021 -5.49586
F -2.07500 3.74591 -2.09350
B -1.08988 3.50013 -1.15285
F -1.58774 3.41447 0.16275
F -0.02894 4.44210 -1.19960
F -0.48459 2.19053 -1.46372

Cartesian forces, eV/Å:
0.17 -1.46 0.67
-0.06 0.19 -0.05
0.14 -0.19 -0.23
0.01 -0.18 0.13
-0.08 0.18 0.00
0.17 0.12 -0.28
-0.18 -0.23 0.14
-0.41 -0.16 0.37
0.19 0.61 -0.13
-0.54 -0.46 0.30
0.05 -0.36 -0.32
-0.16 -0.28 -0.25
-0.02 0.08 -0.13
0.82 1.92 1.02
0.31 -0.21 -0.33
0.00 0.10 0.16
-0.23 0.07 -0.15
0.10 -0.06 0.06
0.08 0.11 0.07
-0.59 0.20 0.58
0.07 0.18 -0.18
0.13 -0.14 -0.08
-0.28 0.30 0.15
0.13 -0.08 -0.17
0.02 -0.19 0.03
-0.17 0.12 0.52
0.00 0.00 0.01
0.03 0.07 0.00
0.17 -0.01 -0.13
-0.02 0.05 -0.15
0.04 -0.17 -0.13
-0.20 -0.11 -0.02
-0.07 -0.09 -0.03
0.02 0.03 -0.03
-0.04 0.03 -0.05
-0.03 0.00 -0.06
0.11 -0.08 -0.12
0.12 -0.02 0.05
-0.01 -0.01 -0.01
0.00 0.00 0.05
0.03 -0.05 0.00
0.01 0.13 -0.10
0.09 -0.05 -0.12
0.02 -0.02 0.00
0.01 -0.02 0.02
-0.01 0.01 0.02
-0.02 -0.03 -0.23
-0.12 -0.07 0.23
0.05 -0.06 0.06
-0.08 0.03 -0.10
0.19 0.15 0.19
-0.13 0.29 -0.21
0.15 0.05 0.04
0.05 -0.02 0.10
0.10 0.12 -0.01
-0.14 0.05 -0.04
-0.04 -0.04 -0.03
0.01 0.02 0.01
-0.08 0.00 0.19
0.00 -0.04 0.06
-0.08 -0.11 0.03
-0.05 0.10 -0.13
-0.09 -0.12 0.26
-0.04 -0.06 0.05
-0.05 -0.42 0.30
0.07 0.43 0.24
0.09 -0.29 -2.08
0.02 0.31 0.13
0.08 0.13 0.01
-0.03 0.12 0.15
-0.02 0.09 -0.27
0.03 -0.15 -0.05
-0.01 -0.13 -0.09
0.15 0.13 -0.17
0.01 -0.31 0.09
-0.12 0.08 0.33
-0.01 -0.07 -0.08
0.00 -0.01 0.00
0.00 0.00 -0.02
-0.01 0.07 0.00
0.42 -0.10 0.39
-0.07 0.17 0.02
0.24 -0.02 -0.70
-0.31 -0.45 0.02
-0.07 0.31 0.18



Look up the molar mass of the first one.
860.6 g mol⁻¹



The highest energy belongs to which entry?
C27H36B2F4N11O4V